{
  "formula": "C34H41BN8S2Ti",
  "method": "ωB97M-V with the def2-TZVPD basis set",
  "spin_multiplicity": 3,
  "total_charge": -2,
  "fmax_ev_per_a": 2.3,
  "s2": 2.0072,
  "homo_ev": [-0.21, -1.46],
  "homo_lumo_gap_ha": [0.167, 0.213],
  "symbols": ["Ti", "C", "C", "C", "C", "C", "C", "C", "C", "C", "C", "C", "C", "C", "C", "C", "C", "C", "H", "H", "H", "H", "H", "H", "H", "H", "H", "H", "H", "H", "H", "H", "H", "H", "H", "H", "H", "H", "H", "H", "H", "H", "H", "H", "H", "H", "H", "C", "C", "N", "N", "C", "B", "N", "C", "C", "C", "N", "N", "C", "C", "C", "N", "H", "H", "H", "H", "H", "H", "H", "H", "H", "H", "S", "C", "C", "C", "C", "N", "C", "C", "C", "S", "C", "N", "H", "H"],
  "coordinates": [[0.069618, -0.027027, -0.262982], [0.517809, 3.603418, 0.391677], [-0.309661, 3.356469, 1.522406], [0.169981, 2.152960, 2.129886], [1.189530, 1.640458, 1.266616], [1.469520, 2.592894, 0.255380], [2.837177, 2.803376, -0.388368], [2.744679, 3.127911, -1.884782], [3.762527, 1.606665, -0.146566], [3.490687, 4.010187, 0.308768], [0.107999, 1.611293, 3.581518], [0.864950, 0.276091, 3.696061], [-1.297515, 1.403028, 4.177083], [0.876116, 2.580551, 4.505373], [-1.429877, 4.359673, 1.864661], [-2.786686, 3.714861, 2.199438], [-1.044053, 5.302061, 3.026722], [-1.701033, 5.280155, 0.659148], [0.434082, 4.455958, -0.277411], [1.920683, 0.924585, 1.600473], [2.446016, 2.256875, -2.463107], [3.718365, 3.474022, -2.264836], [2.004444, 3.919678, -2.058949], [3.248825, 0.663678, -0.293903], [4.135383, 1.613637, 0.884016], [4.626052, 1.644678, -0.823871], [2.941869, 4.932450, 0.083769], [4.536062, 4.129706, -0.022754], [3.476369, 3.867306, 1.397058], [0.504860, -0.467293, 2.988150], [0.732875, -0.113423, 4.711845], [1.937484, 0.410482, 3.532462], [-1.968150, 0.921433, 3.460934], [-1.736862, 2.349641, 4.511174], [-1.237541, 0.752490, 5.058538], [1.846583, 2.821733, 4.060316], [1.047878, 2.112332, 5.485881], [0.340770, 3.512400, 4.666931], [-2.697905, 2.849658, 2.852296], [-3.295273, 3.389543, 1.284242], [-3.430682, 4.454217, 2.690908], [-1.204446, 4.831159, 3.998701], [-1.667240, 6.209359, 2.999850], [0.008831, 5.593593, 2.951794], [-1.833923, 4.696562, -0.257457], [-0.888970, 5.999128, 0.503011], [-2.620518, 5.851790, 0.847898], [2.556721, -0.206376, -3.851465], [2.356244, -0.458297, -2.484375], [1.218743, 0.068802, -2.061463], [0.655619, 0.660395, -3.158721], [1.433685, 0.492069, -4.234763], [-0.889104, 0.791745, -3.246295], [-1.523858, 1.698100, -2.160803], [-2.686604, 2.358003, -2.317760], [-3.303825, 2.452735, -1.093614], [-2.436427, 1.775330, -0.214466], [-1.366631, 1.315856, -0.855687], [-1.440311, -0.648773, -2.993422], [-2.332730, -1.357963, -3.699328], [-2.627625, -2.502349, -2.985197], [-1.854034, -2.386147, -1.815513], [-1.138612, -1.269210, -1.823100], [3.394501, -0.501696, -4.465037], [2.971707, -1.012826, -1.797518], [1.130354, 0.882177, -5.197535], [-1.197851, 1.180443, -4.356804], [-2.987779, 2.714322, -3.294105], [-4.244319, 2.934216, -0.865351], [-2.527738, 1.611222, 0.846471], [-2.688507, -0.999786, -4.656281], [-3.306448, -3.298244, -3.254684], [-1.784567, -3.073037, -0.985774], [-1.474406, -1.120722, 1.411896], [-0.875071, -2.753201, 1.449667], [-1.692505, -3.795503, 1.922031], [-1.319376, -5.130663, 1.870049], [-2.222152, -6.153081, 2.380183], [-2.940051, -6.947115, 2.790562], [-0.082986, -5.468863, 1.338517], [0.773428, -4.458394, 0.922725], [0.434606, -3.094288, 0.985536], [1.583984, -1.868121, 0.525564], [0.310315, -6.861068, 1.182174], [0.621591, -7.956812, 1.053817], [-2.665439, -3.543491, 2.321184], [1.745803, -4.729226, 0.531296]],
  "forces_ev_per_a": [[0.50, -0.70, 1.11], [-0.17, -0.04, -0.04], [0.16, 0.12, -0.05], [-0.16, -0.06, 0.04], [0.49, 0.73, 0.56], [0.14, 0.07, 0.07], [-0.15, -0.04, -0.08], [0.01, 0.07, -0.03], [0.13, 0.06, 0.00], [0.07, 0.18, 0.07], [-0.07, 0.04, -0.14], [-0.02, -0.05, 0.06], [-0.01, 0.01, -0.01], [0.11, -0.04, -0.03], [0.04, 0.00, 0.02], [-0.19, -0.02, -0.12], [0.04, -0.05, 0.06], [-0.04, 0.04, -0.10], [0.00, -0.13, 0.11], [0.03, -0.21, -0.05], [-0.01, 0.00, -0.01], [-0.12, -0.04, 0.04], [0.12, -0.11, 0.04], [-0.06, -0.14, -0.06], [-0.04, -0.01, -0.10], [-0.06, 0.00, 0.07], [0.09, -0.12, 0.04], [-0.16, 0.00, 0.06], [0.01, 0.03, -0.18], [0.01, 0.02, 0.02], [0.02, -0.01, -0.04], [-0.07, 0.00, 0.03], [0.08, -0.01, 0.08], [0.02, -0.07, -0.10], [0.01, 0.07, -0.06], [-0.05, -0.04, 0.06], [-0.04, 0.06, -0.09], [-0.08, 0.13, -0.04], [0.01, 0.13, -0.06], [0.08, 0.25, 0.37], [-0.01, -0.01, 0.01], [0.08, -0.05, 0.01], [0.07, -0.13, 0.03], [-0.12, -0.01, -0.01], [-0.01, 0.11, 0.13], [-0.06, -0.11, 0.01], [0.10, -0.03, -0.02], [0.16, -0.13, 0.02], [0.24, -0.01, -0.07], [0.26, 0.34, -1.44], [-0.59, 0.01, 0.32], [0.20, 0.05, -0.13], [-0.02, 0.00, 0.08], [0.44, -0.59, -0.14], [0.00, 0.15, -0.03], [-0.06, -0.09, 0.12], [0.22, -0.10, -0.09], [-1.74, 1.31, -0.84], [0.23, 0.47, 0.14], [-0.02, -0.11, -0.02], [0.00, -0.03, 0.10], [0.02, -0.22, -0.05], [-0.46, -0.04, -0.59], [-0.07, 0.03, 0.09], [0.05, 0.00, 0.06], [0.02, -0.09, 0.16], [0.02, -0.07, 0.20], [0.06, -0.08, 0.12], [0.15, -0.04, 0.00], [0.06, -0.12, -0.16], [0.06, -0.03, 0.14], [0.10, 0.09, 0.03], [0.00, 0.09, 0.01], [-0.41, -0.35, 0.13], [-0.03, -0.24, 0.09], [-0.01, 0.38, -0.06], [-0.92, -0.47, 0.50], [0.84, 1.01, -0.54], [-0.43, -0.46, 0.25], [0.67, -0.84, -0.31], [0.16, 0.36, -0.03], [0.04, -0.24, 0.12], [0.23, -0.61, -0.01], [-0.36, 1.35, 0.22], [0.22, -0.66, -0.09], [-0.04, 0.05, 0.00], [0.00, 0.05, -0.02]],
  "lowdin_spin": [1.68, 0.00, 0.00, 0.00, 0.01, 0.00, 0.00, 0.00, 0.00, 0.00, 0.00, 0.00, 0.00, 0.00, 0.00, 0.00, 0.00, 0.00, 0.00, 0.00, 0.00, 0.00, 0.00, 0.00, 0.00, 0.00, 0.00, 0.00, 0.00, 0.00, 0.00, 0.00, 0.00, 0.00, 0.00, 0.00, 0.00, 0.00, 0.00, 0.00, 0.00, 0.00, 0.00, 0.00, 0.00, 0.00, 0.00, 0.00, 0.02, 0.02, 0.01, 0.01, 0.00, 0.02, 0.03, 0.00, 0.04, 0.02, 0.00, 0.01, 0.00, 0.01, 0.00, 0.00, 0.00, 0.00, 0.00, 0.00, 0.00, 0.00, 0.00, 0.00, 0.00, 0.01, 0.01, 0.00, 0.00, 0.00, 0.00, 0.00, 0.00, 0.01, 0.03, 0.00, 0.00, 0.00, 0.00]
}

---

{
  "formula": "C34H41Br2Cl3N7O5PReSeSi",
  "method": "ωB97M-V with the def2-TZVPD basis set",
  "spin_multiplicity": 2,
  "total_charge": 2,
  "fmax_ev_per_a": 2.0,
  "s2": 0.7564,
  "homo_ev": [-12.26, -12.32],
  "homo_lumo_gap_ha": [0.253, 0.250],
  "symbols": ["Re", "Br", "C", "C", "C", "Br", "C", "C", "C", "C", "N", "C", "C", "O", "H", "H", "H", "H", "C", "C", "C", "C", "N", "N", "C", "H", "H", "H", "H", "H", "H", "H", "H", "C", "C", "O", "P", "O", "C", "C", "O", "C", "C", "H", "H", "H", "H", "H", "H", "H", "H", "H", "H", "H", "H", "H", "H", "H", "N", "C", "O", "C", "C", "C", "C", "N", "C", "H", "H", "H", "H", "H", "H", "Cl", "Si", "Cl", "Cl", "C", "N", "C", "Se", "N", "C", "C", "C", "C", "C", "C", "H", "H", "H", "H", "H", "H", "H", "H"],
  "coordinates": [[-0.209914, -0.381452, -0.298535], [3.356760, 3.914428, 1.980327], [2.264058, 2.631681, 2.813551], [2.395911, 2.465299, 4.202128], [1.615606, 1.554376, 4.847188], [1.780742, 1.395954, 6.718648], [0.697240, 0.740077, 4.126669], [-0.137344, -0.191817, 4.776838], [-1.017054, -0.921627, 4.033624], [-1.003956, -0.776114, 2.645893], [-0.217198, 0.049724, 1.966752], [0.596878, 0.875528, 2.717016], [1.375385, 1.883040, 2.086590], [1.143471, 2.069787, 0.766901], [3.096858, 3.083004, 4.744498], [-0.079426, -0.299710, 5.850210], [-1.705039, -1.622567, 4.482274], [-1.687081, -1.374528, 2.060410], [4.581150, -1.177078, 2.301965], [3.789181, -0.856657, 1.086186], [4.149452, -0.324220, -0.136569], [2.968339, -0.219010, -0.876422], [1.929214, -0.653131, -0.148105], [2.458697, -1.028388, 1.044563], [2.829840, 0.216276, -2.290887], [5.519022, -1.658530, 2.032721], [4.030856, -1.839996, 2.968879], [4.820920, -0.264752, 2.850140], [5.138639, -0.051260, -0.458061], [1.878662, -1.561468, 1.681316], [3.763311, 0.652101, -2.639395], [2.039119, 0.951865, -2.404532], [2.584006, -0.636198, -2.925305], [2.392759, -4.480656, -0.341653], [1.234540, -4.130848, -1.249649], [-0.001187, -3.964893, -0.508316], [-0.387076, -2.685071, 0.359459], [-1.892217, -3.078460, 0.765651], [-2.886253, -3.532530, -0.182192], [-3.491412, -4.823493, 0.314744], [0.361452, -2.906733, 1.768940], [0.222684, -4.125110, 2.547101], [1.379284, -4.189746, 3.514777], [3.285222, -4.643552, -0.945551], [2.194267, -5.392345, 0.220313], [2.605051, -3.674093, 0.359200], [1.012743, -4.936770, -1.946260], [1.426499, -3.219262, -1.819797], [-2.420514, -3.659914, -1.161205], [-3.631520, -2.736710, -0.254098], [-2.735333, -5.605266, 0.375248], [-4.272028, -5.152508, -0.370540], [-3.938437, -4.688091, 1.298718], [0.210771, -4.976722, 1.867274], [-0.741270, -4.078523, 3.055325], [2.330422, -4.218773, 2.981580], [1.305516, -5.091988, 4.120345], [1.375342, -3.329579, 4.185469], [-4.556445, 1.898571, 2.910801], [-5.139508, 1.036741, 2.033213], [-6.156167, 0.424057, 2.257294], [-4.401147, 0.814313, 0.738994], [-5.115453, 0.696437, -0.445465], [-4.406583, 0.424649, -1.601002], [-3.043864, 0.201635, -1.523436], [-2.349696, 0.233879, -0.372955], [-3.037830, 0.588614, 0.725769], [-5.087120, 2.115946, 3.740912], [-3.917829, 2.600947, 2.579193], [-6.188532, 0.830025, -0.446754], [-4.897227, 0.362773, -2.561418], [-2.479123, -0.035789, -2.411441], [-2.479358, 0.690388, 1.638595], [0.135719, 4.918372, 0.452516], [1.013038, 3.285610, -0.302382], [-0.351786, 2.347394, -1.549434], [2.630045, 3.670995, -1.424334], [-0.853819, -2.367866, -5.729123], [-0.455011, -1.007699, -5.420429], [-0.285299, -0.473240, -4.201130], [-0.320006, -1.476297, -2.592411], [0.020150, 0.825038, -4.355108], [0.039975, 1.154787, -5.703396], [0.315221, 2.339062, -6.371435], [0.270918, 2.289193, -7.751833], [-0.034817, 1.107663, -8.437858], [-0.309598, -0.071634, -7.770844], [-0.263784, -0.020276, -6.384225], [-0.803564, -2.967773, -4.825524], [-0.175814, -2.778691, -6.474785], [-1.871834, -2.374118, -6.117565], [0.169232, 1.453301, -3.583215], [0.550260, 3.253037, -5.844814], [0.480258, 3.184969, -8.319018], [-0.054595, 1.119142, -9.518098], [-0.548415, -0.979559, -8.305308]],
  "forces_ev_per_a": [[0.33, -1.95, -0.13], [-0.09, -0.05, 0.03], [0.00, -0.09, -0.10], [-0.06, -0.08, 0.13], [0.09, 0.08, -0.05], [0.01, 0.01, -0.07], [0.04, -0.03, 0.04], [-0.11, -0.07, -0.12], [0.09, 0.12, 0.12], [-0.10, 0.12, -0.07], [-0.13, 0.22, 0.10], [0.16, -0.08, 0.13], [-0.13, 0.16, 0.13], [0.41, 0.02, -0.27], [0.01, -0.02, 0.02], [-0.01, 0.00, 0.01], [-0.02, -0.02, 0.02], [0.00, 0.04, 0.07], [0.06, -0.03, 0.04], [-0.11, 0.07, 0.00], [-0.05, -0.03, 0.04], [-0.05, -0.13, 0.01], [-0.06, 0.28, 0.00], [0.12, -0.10, -0.07], [0.05, 0.01, -0.02], [0.01, -0.01, 0.01], [-0.01, -0.02, 0.02], [0.00, -0.01, 0.01], [0.05, -0.01, -0.02], [-0.04, 0.04, 0.05], [0.01, 0.03, 0.00], [-0.06, 0.06, -0.01], [0.01, 0.00, -0.01], [-0.05, -0.02, -0.06], [0.13, 0.02, 0.05], [-0.07, 0.33, -0.05], [-0.64, 1.48, 0.02], [0.48, -0.24, 0.08], [-0.12, 0.03, -0.14], [0.02, 0.06, -0.02], [0.10, 0.05, -0.23], [-0.02, -0.05, 0.04], [-0.05, -0.01, -0.04], [0.02, -0.02, -0.02], [-0.01, -0.03, 0.01], [0.02, 0.05, 0.01], [0.06, 0.02, -0.03], [0.08, -0.15, 0.10], [-0.02, -0.01, 0.02], [0.00, -0.05, 0.00], [0.02, 0.00, -0.01], [-0.02, 0.00, -0.02], [0.00, 0.01, 0.01], [0.02, -0.01, 0.00], [0.03, -0.03, 0.03], [0.01, -0.01, -0.01], [0.00, -0.01, 0.02], [-0.01, 0.02, 0.01], [0.05, 0.01, 0.05], [0.00, 0.01, -0.04], [-0.03, 0.02, -0.02], [-0.01, -0.07, -0.04], [0.07, 0.01, 0.00], [0.01, 0.03, 0.05], [-0.04, 0.00, -0.05], [-0.08, -0.22, 0.05], [-0.05, 0.14, -0.04], [0.00, 0.00, -0.01], [-0.01, 0.01, 0.00], [-0.03, -0.02, 0.01], [-0.01, 0.01, -0.01], [-0.04, -0.04, 0.03], [0.02, -0.01, 0.06], [0.04, 0.04, 0.04], [-0.12, -0.07, 0.07], [-0.14, -0.01, 0.11], [0.00, 0.02, -0.05], [0.01, -0.14, -0.01], [-0.10, 0.14, 0.20], [0.19, 0.06, 0.17], [-0.08, 0.14, -0.05], [-0.15, -0.14, 0.00], [0.03, -0.05, -0.24], [-0.04, -0.04, 0.00], [0.01, 0.04, 0.00], [-0.01, -0.04, -0.02], [-0.03, 0.04, 0.04], [0.10, 0.20, -0.07], [-0.01, -0.01, -0.03], [-0.01, -0.01, 0.01], [0.02, -0.01, 0.00], [0.07, -0.02, -0.01], [0.02, 0.02, 0.01], [0.00, 0.01, -0.01], [-0.01, 0.00, -0.02], [0.00, -0.03, -0.01]],
  "lowdin_spin": [0.87, 0.00, 0.00, 0.00, 0.00, 0.00, 0.00, 0.01, 0.00, 0.01, 0.00, 0.00, 0.00, 0.00, 0.00, 0.00, 0.00, 0.00, 0.00, 0.01, 0.00, 0.01, 0.01, 0.00, 0.00, 0.00, 0.00, 0.00, 0.00, 0.00, 0.00, 0.00, 0.00, 0.00, 0.00, 0.00, -0.01, 0.00, 0.00, 0.00, 0.00, 0.00, 0.00, 0.00, 0.00, 0.00, 0.00, 0.00, 0.00, 0.00, 0.00, 0.00, 0.00, 0.00, 0.00, 0.00, 0.00, 0.00, 0.00, 0.00, 0.00, 0.00, 0.00, 0.00, 0.01, 0.01, 0.00, 0.00, 0.00, 0.00, 0.00, 0.00, 0.00, 0.00, 0.00, 0.00, 0.00, 0.00, 0.01, 0.01, 0.04, 0.01, 0.00, 0.00, 0.00, 0.00, 0.00, 0.00, 0.00, 0.00, 0.00, 0.00, 0.00, 0.00, 0.00, 0.00]
}